No. 1
Formula: C38H27AuN2S3SbSe4
Source: OMol25
Level of theory: ωB97M-V/def2-TZVPD

Geometry as XYZ:
```
76
C38H27AuN2S3SbSe4 ωB97M-V/def2-TZVPD
Au -0.890 -0.927 -3.254
S 5.890 -2.830 -2.282
C 6.066 -4.318 -1.441
C 4.851 -4.742 -0.983
C 3.825 -3.810 -1.143
C 4.251 -2.699 -1.843
C 3.449 -1.519 -2.121
C 2.071 -1.678 -2.455
N 1.304 -0.659 -2.636
C 1.799 0.614 -2.523
C 3.096 0.885 -2.188
C 3.507 2.265 -1.926
C 2.568 3.212 -1.972
C 1.163 2.955 -2.329
C 0.127 3.872 -2.111
C -1.166 3.487 -2.399
C -1.398 2.165 -2.862
N -0.416 1.298 -2.962
C 0.820 1.642 -2.642
C -2.297 4.319 -2.133
C -3.460 3.937 -1.517
C -4.397 4.993 -1.475
C -3.910 6.181 -1.928
S -2.305 5.979 -2.487
C 3.943 -0.252 -1.999
H 7.004 -4.836 -1.321
H 4.681 -5.664 -0.385
H 2.828 -3.958 -0.767
H 1.682 -2.675 -2.602
H 4.540 2.462 -1.613
H 2.848 4.206 -1.695
H 0.368 4.854 -1.795
H -2.417 1.798 -3.001
H -3.610 2.932 -1.238
H -5.411 4.880 -1.133
H -4.288 7.201 -1.986
H 4.960 -0.159 -1.651
Se -3.151 -0.838 -4.268
Se -4.267 -2.174 -2.866
Se -2.737 -3.852 -2.269
Se -0.874 -3.366 -3.454
S -1.931 -0.456 -0.444
Sb -1.171 -0.636 1.631
C 0.872 -1.087 1.869
C 1.136 -2.404 2.217
C 2.441 -2.862 2.117
C 3.439 -1.947 1.784
C 3.179 -0.615 1.525
C 1.872 -0.190 1.489
C -2.290 -2.172 2.399
C -2.157 -3.467 1.865
C -2.989 -4.535 2.217
C -4.028 -4.234 3.081
C -4.231 -2.964 3.558
C -3.364 -1.890 3.263
C -1.468 1.190 2.591
C -2.636 1.943 2.450
C -2.671 3.304 2.776
C -1.570 3.956 3.271
C -0.428 3.206 3.529
C -0.394 1.803 3.228
H 0.359 -3.082 2.522
H 2.752 -3.914 2.294
H 4.438 -2.341 1.733
H 3.970 0.067 1.360
H 1.582 0.850 1.267
H -1.446 -3.614 1.103
H -2.842 -5.518 1.786
H -4.698 -5.051 3.377
H -5.044 -2.792 4.264
H -3.524 -0.900 3.662
H -3.550 1.468 2.089
H -3.589 3.813 2.779
H -1.612 5.017 3.546
H 0.446 3.635 3.985
H 0.496 1.235 3.472
```

Summary:
* ⟨S²⟩: 2.0122
* lowest unoccupied orbital energy (spin up / spin down): -3.1 / -4.9 eV
* net charge: +1
* multiplicity: 3

No. 2
Formula: C38H27BrN2O4PdS5Te
Source: OMol25
Level of theory: ωB97M-V/def2-TZVPD

Geometry as XYZ:
```
79
C38H27BrN2O4PdS5Te ωB97M-V/def2-TZVPD
Pd -0.437 -0.782 -1.757
C 0.457 2.708 5.106
C -0.037 2.152 3.796
C -1.392 2.014 3.518
C -1.871 1.484 2.332
C -3.329 1.335 2.176
O -3.871 0.393 1.632
C -4.228 2.412 2.770
C -3.843 3.744 2.867
C -4.707 4.690 3.406
C -5.966 4.310 3.849
C -6.366 2.984 3.731
C -5.502 2.045 3.188
C -0.966 1.025 1.283
O -1.365 0.585 0.201
C 0.455 1.169 1.595
C 0.846 1.726 2.811
C 1.507 0.696 0.678
N 1.336 0.227 -0.509
C 2.487 -0.356 -1.215
C 2.663 -1.818 -0.806
Te 0.859 -2.919 -1.075
C 0.332 -2.776 1.000
C -0.884 -2.209 1.371
C -1.205 -2.051 2.714
C -0.320 -2.466 3.700
C 0.881 -3.064 3.339
C 1.199 -3.223 1.995
C 2.907 0.765 1.243
C 3.790 1.752 0.821
C 5.094 1.781 1.294
C 5.527 0.823 2.201
C 4.643 -0.154 2.640
C 3.340 -0.181 2.165
H -0.378 3.063 5.713
H 1.139 3.551 4.960
H 0.996 1.961 5.696
H -2.106 2.295 4.288
H -2.870 4.042 2.499
H -4.392 5.724 3.482
H -6.637 5.045 4.276
H -7.354 2.684 4.058
H -5.797 1.010 3.067
H 1.904 1.837 3.016
H 3.430 0.169 -1.041
H 2.261 -0.311 -2.279
H 2.928 -1.917 0.246
H 3.420 -2.298 -1.423
H -1.572 -1.840 0.619
H -2.140 -1.570 2.975
H -0.563 -2.319 4.746
H 1.574 -3.400 4.102
H 2.139 -3.695 1.725
H 3.446 2.500 0.116
H 5.774 2.551 0.950
H 6.547 0.839 2.565
H 4.968 -0.897 3.358
H 2.642 -0.935 2.510
S -4.094 -1.136 -7.894
C -3.387 -0.989 -6.385
S -2.715 0.474 -5.782
C -2.208 -0.098 -4.221
C -2.462 -1.392 -3.978
S -2.168 -2.121 -2.396
S -3.213 -2.278 -5.272
S -1.476 0.963 -3.045
Br 0.025 -0.811 -9.265
C 1.004 -1.834 -8.005
C 1.858 -2.827 -8.458
N 2.583 -3.579 -7.634
C 2.453 -3.349 -6.325
C 1.626 -2.373 -5.787
C 0.882 -1.587 -6.653
C 1.569 -2.113 -4.287
O 2.020 -3.025 -3.538
O 1.076 -1.033 -3.939
H 1.956 -3.017 -9.521
H 3.032 -3.969 -5.651
H 0.242 -0.811 -6.249
```

Summary:
* lowest unoccupied orbital energy: 3.8 eV
* net charge: -2

No. 3
Formula: C38H27CrFN6O6
Source: OMol25
Level of theory: ωB97M-V/def2-TZVPD

Geometry as XYZ:
```
79
C38H27CrFN6O6 ωB97M-V/def2-TZVPD
Cr -8.381 -3.311 20.861
C -7.764 -7.082 18.618
O -9.037 -7.096 19.285
C -9.052 -6.063 20.152
N -8.030 -5.265 20.193
C -6.994 -5.881 19.275
C -6.411 -4.836 18.344
C -5.965 -3.591 18.752
C -5.656 -2.537 17.830
C -5.584 -2.855 16.488
C -5.601 -4.207 16.114
C -6.157 -5.131 16.972
C -10.297 -5.644 20.758
C -11.491 -6.296 20.897
C -12.635 -5.597 21.475
C -12.496 -4.254 21.874
C -11.213 -3.618 21.657
N -10.167 -4.273 21.091
C -10.797 -2.249 21.971
N -9.566 -1.901 21.762
C -9.500 -0.359 21.614
C -10.973 -0.028 21.586
O -11.688 -1.257 22.021
C -8.630 0.215 22.638
C -7.267 0.003 22.532
C -6.448 0.317 23.607
C -6.904 0.837 24.766
C -8.270 1.097 24.839
C -9.118 0.771 23.809
H -7.874 -6.992 17.485
H -7.278 -8.066 18.851
H -6.134 -6.237 19.910
H -6.057 -3.337 19.831
H -5.535 -1.474 18.112
H -5.633 -2.080 15.650
H -5.479 -4.512 15.057
H -6.386 -6.147 16.580
H -11.612 -7.248 20.446
H -13.592 -6.097 21.616
H -13.360 -3.755 22.358
H -9.090 -0.257 20.592
H -11.261 0.075 20.555
H -11.300 0.804 22.131
H -6.743 -0.426 21.673
H -5.391 0.071 23.548
H -6.239 1.091 25.546
H -8.632 1.583 25.743
H -10.201 0.857 23.900
F -12.508 -3.769 14.377
C -11.459 -2.950 14.563
C -11.065 -2.610 15.796
N -10.051 -1.709 16.029
C -9.657 -1.371 17.417
C -9.455 -2.599 18.310
O -9.930 -3.710 18.166
O -8.644 -2.236 19.305
C -9.302 -1.144 15.022
O -8.273 -0.463 15.177
N -9.875 -1.320 13.785
C -10.920 -2.156 13.448
O -11.238 -2.270 12.288
H -11.564 -3.051 16.645
H -10.506 -0.806 17.756
H -8.838 -0.700 17.332
H -9.321 -0.975 13.020
N -1.428 -4.857 27.582
C -2.124 -4.508 26.715
C -3.100 -4.121 25.740
C -4.438 -3.876 26.117
C -5.387 -3.574 25.224
C -5.065 -3.666 23.842
C -3.718 -3.916 23.424
C -2.738 -4.145 24.360
C -6.048 -3.653 22.880
C -7.065 -3.501 22.165
H -4.628 -3.982 27.173
H -6.333 -3.141 25.483
H -3.497 -3.903 22.351
H -1.774 -4.488 24.058
```

Summary:
* ⟨S²⟩: 3.7912
* lowest unoccupied orbital energy (spin up / spin down): -4.4 / -4.8 eV
* net charge: +1
* multiplicity: 4

No. 4
Formula: C38H27F5N2O5S2
Source: OMol25
Level of theory: ωB97M-V/def2-TZVPD

Geometry as XYZ:
```
79
C38H27F5N2O5S2 ωB97M-V/def2-TZVPD
C -5.267 -0.014 2.315
N -4.563 1.252 2.435
C -5.206 2.472 2.598
C -4.255 3.421 2.701
N -3.027 2.783 2.609
C -1.769 3.413 2.847
C -1.378 4.476 2.050
F -2.182 4.862 1.031
C -0.149 5.091 2.262
F 0.263 6.097 1.460
C 0.667 4.641 3.301
F 1.876 5.205 3.496
C 0.254 3.599 4.141
F 1.046 3.178 5.154
C -0.980 3.006 3.916
F -1.451 2.051 4.754
C -3.223 1.473 2.396
C -2.105 0.500 2.279
C -1.071 0.914 1.396
C -0.040 -0.053 0.944
C 1.301 0.426 1.505
C 1.725 -0.143 2.719
C 2.816 0.379 3.414
C 3.444 1.528 2.917
C 2.906 2.196 1.807
C 1.824 1.657 1.104
O -2.133 -0.567 2.946
H -4.615 -0.839 2.612
H -6.142 0.035 2.969
H -5.617 -0.163 1.287
H -6.277 2.534 2.646
H -4.335 4.477 2.877
H -1.278 1.762 0.733
H -0.278 -0.970 1.485
H 1.169 -0.996 3.117
H 3.168 -0.103 4.338
H 4.328 1.925 3.413
H 3.333 3.152 1.481
H 1.350 2.188 0.276
C 1.120 2.216 -4.479
C 2.285 1.454 -4.325
C 2.344 0.471 -3.345
C 1.199 0.095 -2.588
C 1.322 -1.069 -1.688
S -0.055 -1.732 -0.988
C 0.549 -2.749 0.336
C -0.284 -3.755 0.841
C 0.223 -4.657 1.779
C 1.551 -4.562 2.208
C 2.379 -3.547 1.707
C 1.874 -2.641 0.776
O -0.383 -0.209 -0.442
O -1.090 -2.329 -1.816
S 2.140 -2.470 -2.649
C 1.171 -2.866 -4.149
C 0.079 -3.727 -4.037
C -0.707 -4.009 -5.155
C -0.363 -3.492 -6.402
C 0.793 -2.722 -6.533
C 1.567 -2.410 -5.411
O 3.486 -2.102 -3.031
O 1.930 -3.672 -1.851
C 0.006 0.797 -2.847
C -0.006 1.884 -3.724
H 1.102 3.025 -5.207
H 3.164 1.615 -4.948
H 3.292 -0.026 -3.139
H -1.303 -3.830 0.474
H -0.422 -5.453 2.164
H 1.954 -5.283 2.929
H 3.424 -3.470 2.032
H 2.520 -1.852 0.394
H -0.159 -4.190 -3.081
H -1.575 -4.654 -5.033
H -0.975 -3.718 -7.271
H 1.113 -2.369 -7.512
H 2.479 -1.818 -5.500
H -0.941 0.533 -2.389
H -0.934 2.448 -3.831
```

Summary:
* lowest unoccupied orbital energy: -0.1 eV
* net charge: 0

No. 5
Formula: C38H28BrN6O4Ru
Source: OMol25
Level of theory: ωB97M-V/def2-TZVPD

Geometry as XYZ:
```
78
C38H28BrN6O4Ru ωB97M-V/def2-TZVPD
Ru -0.205 0.068 0.109
O -4.087 0.600 -0.990
C -2.876 0.581 -0.808
N -2.178 0.040 0.206
C -2.735 -0.506 1.402
C -4.089 -0.688 1.672
C -4.469 -1.306 2.858
C -3.513 -1.742 3.770
C -2.162 -1.566 3.508
C -1.772 -0.956 2.328
N -0.437 -0.817 1.898
C 0.650 -1.043 2.688
O 0.709 -1.140 3.907
C 1.917 -1.243 1.824
C 3.100 -1.699 2.392
C 4.212 -1.859 1.577
C 4.101 -1.530 0.229
C 2.882 -1.057 -0.243
N 1.814 -0.931 0.526
C -1.924 1.285 -1.793
C -2.398 2.159 -2.823
C -1.470 2.989 -3.495
C -0.165 2.952 -3.135
C 0.335 1.988 -2.122
N -0.664 1.131 -1.519
H -4.826 -0.354 0.961
H -5.520 -1.445 3.063
H -3.816 -2.219 4.691
H -1.412 -1.888 4.220
H 3.106 -1.912 3.451
H 5.145 -2.223 1.981
H 4.932 -1.625 -0.455
H 2.779 -0.762 -1.302
H -3.462 2.216 -3.003
H -1.818 3.693 -4.236
H 0.549 3.631 -3.571
H 1.079 1.361 -2.597
C -1.663 -3.351 -0.402
O -0.719 -2.613 -1.162
C 0.245 -3.289 -1.802
C 0.564 -4.615 -1.555
C 1.627 -5.185 -2.249
Br 2.078 -6.985 -1.886
C 2.356 -4.484 -3.182
C 2.013 -3.157 -3.456
C 0.968 -2.560 -2.766
O 0.591 -1.244 -2.971
C 2.822 -2.444 -4.461
N 4.005 -2.843 -4.839
C 4.397 -1.928 -5.802
C 5.578 -1.867 -6.542
C 5.716 -0.843 -7.451
C 4.703 0.116 -7.632
C 3.530 0.073 -6.907
C 3.403 -0.966 -5.992
N 2.402 -1.313 -5.107
H -1.193 -3.789 0.482
H -2.115 -4.132 -1.019
H -2.418 -2.633 -0.088
H 0.023 -5.191 -0.822
H 3.175 -4.934 -3.718
H 1.259 -0.635 -2.554
H 6.350 -2.608 -6.400
H 6.618 -0.771 -8.041
H 4.847 0.903 -8.358
H 2.754 0.810 -7.050
H 1.493 -0.897 -4.994
C 3.265 3.285 -0.027
C 2.299 3.353 -0.966
C 0.990 2.637 -0.782
C 0.972 1.543 0.272
C 1.936 1.670 1.302
C 3.043 2.487 1.169
H 4.191 3.830 -0.139
H 2.426 3.976 -1.844
H 0.268 3.382 -0.443
H 1.835 1.067 2.212
H 3.784 2.507 1.955
```

Summary:
* ⟨S²⟩: 0.9264
* lowest unoccupied orbital energy (spin up / spin down): -1.1 / -1.5 eV
* net charge: 0
* multiplicity: 2

No. 6
Formula: C38H28F10HfN11O4S3
Source: OMol25
Level of theory: ωB97M-V/def2-TZVPD

Geometry as XYZ:
```
95
C38H28F10HfN11O4S3 ωB97M-V/def2-TZVPD
Hf -0.548 0.093 0.852
C 1.301 2.237 3.165
N 0.303 1.171 3.094
C -0.967 1.659 3.635
C -1.627 2.635 2.675
N -1.837 2.022 1.369
C -2.597 2.739 0.534
C -3.015 4.099 0.650
F -2.664 4.875 1.710
C -3.769 4.749 -0.310
F -4.083 6.042 -0.126
C -4.182 4.100 -1.464
F -4.888 4.738 -2.415
C -3.823 2.765 -1.626
F -4.209 2.115 -2.736
C -3.086 2.132 -0.652
F -2.767 0.812 -0.808
C 0.787 0.038 3.883
C -0.161 -1.176 3.848
N -1.105 -1.072 2.741
C -2.079 -1.999 2.696
C -2.126 -3.289 3.283
F -1.057 -3.785 3.959
C -3.240 -4.108 3.188
F -3.228 -5.302 3.799
C -4.374 -3.697 2.497
F -5.465 -4.480 2.434
C -4.374 -2.440 1.889
F -5.469 -2.017 1.246
C -3.259 -1.642 1.998
F -3.253 -0.366 1.483
H 1.388 2.627 4.191
H 1.026 3.058 2.508
H 2.279 1.880 2.844
H -0.814 2.158 4.606
H -1.639 0.812 3.772
H -1.010 3.540 2.598
H -2.597 2.922 3.101
H 0.941 0.339 4.933
H 1.764 -0.248 3.485
H -0.738 -1.228 4.787
H 0.448 -2.090 3.809
N 5.565 -1.794 -3.948
C 5.015 -1.012 -2.956
C 5.577 -0.977 -1.676
C 5.021 -0.194 -0.687
C 3.899 0.563 -0.967
C 3.366 0.588 -2.242
C 3.923 -0.188 -3.235
S 2.994 1.336 0.348
O 3.819 1.496 1.522
O 2.389 2.561 -0.130
N 1.708 0.338 0.686
C 2.045 -0.905 1.029
N 3.320 -1.267 1.190
C 3.563 -2.517 1.524
C 2.560 -3.458 1.702
C 1.264 -2.997 1.549
N 0.993 -1.738 1.231
H 6.134 -2.566 -3.635
H 4.941 -2.026 -4.704
H 6.431 -1.602 -1.458
H 5.422 -0.175 0.312
H 2.499 1.198 -2.435
H 3.479 -0.199 -4.217
H 4.609 -2.761 1.659
H 2.765 -4.485 1.947
H 0.415 -3.658 1.678
S 1.275 -1.467 -1.822
C 0.579 -2.975 -1.412
C 1.374 -4.097 -1.689
N 2.084 -4.965 -1.948
C -0.641 -3.096 -0.784
S -1.689 -1.694 -0.570
C -1.098 -4.320 -0.303
N -1.468 -5.312 0.155
O -2.483 -1.320 -4.056
C -2.390 0.014 -4.415
N -1.136 0.327 -5.083
C -0.166 1.209 -4.772
O 0.714 1.496 -5.563
C -0.188 1.829 -3.411
C 0.159 3.170 -3.270
C 0.244 3.698 -1.995
C 0.030 2.867 -0.905
N -0.280 1.576 -1.029
C -0.388 1.072 -2.262
H -2.068 -1.493 -3.195
H -2.519 0.693 -3.571
H -3.201 0.189 -5.135
H -1.002 -0.147 -5.968
H 0.373 3.760 -4.150
H 0.496 4.732 -1.833
H 0.103 3.262 0.098
H -0.620 0.015 -2.323
```

Summary:
* lowest unoccupied orbital energy: 1.9 eV
* net charge: -1